Record 1
The following is a quantum chemistry calculation of a structure of composition C27H22IN5O5S4SbTc, from OMol25.

Geometry as XYZ:
```
66
Properties=species:S:1:pos:R:3:forces:R:3
Tc -0.24734 0.28708 -0.76438 -0.22 0.18 0.70
C -4.58166 3.81626 -2.20582 -0.04 -0.05 -0.07
C -3.72945 3.79489 -1.13695 0.09 -0.11 0.11
C -2.89149 2.67656 -0.92641 -0.03 0.13 -0.17
C -2.98579 1.54631 -1.76005 -0.09 -0.23 0.24
C -3.83366 1.61727 -2.88849 -0.07 0.07 -0.06
C -4.61099 2.72551 -3.09980 -0.02 0.00 0.01
N -2.19614 0.44152 -1.51057 -0.31 0.19 -0.24
C -2.73754 -0.84596 -1.70223 -0.05 0.30 -0.07
C -4.10561 -1.14452 -1.74040 0.01 0.02 0.01
C -4.51219 -2.45581 -1.88897 0.02 -0.06 0.00
C -3.58821 -3.50188 -2.00732 -0.11 0.03 -0.01
C -2.24057 -3.23388 -1.93119 0.04 -0.04 0.03
C -1.83999 -1.91465 -1.74893 0.36 0.01 -0.05
N -0.50351 -1.50458 -1.60920 -0.32 -0.13 0.08
N 0.43693 -2.28415 -1.90497 0.28 0.22 -0.12
C 1.64648 -1.58158 -1.88311 -0.23 -0.19 -0.02
C 2.82049 -2.21922 -2.23914 0.17 -0.07 -0.04
C 3.97471 -1.46550 -2.32412 0.01 -0.07 -0.01
C 3.91574 -0.09967 -2.06829 -0.03 0.08 0.02
C 2.71246 0.47123 -1.70975 0.03 -0.11 0.09
N 1.59313 -0.26269 -1.59864 0.00 0.00 -0.11
H -5.21785 4.67355 -2.37864 -0.01 -0.02 -0.01
H -3.68481 4.63150 -0.45238 0.03 -0.01 0.01
H -2.29984 2.60125 -0.02393 -0.04 0.00 0.03
H -3.84749 0.79866 -3.59611 0.00 0.00 0.02
H -5.24934 2.76672 -3.97280 0.01 0.02 0.01
H -4.83755 -0.35712 -1.63362 -0.02 -0.02 -0.01
H -5.57085 -2.67965 -1.90746 0.01 0.01 -0.02
H -3.93420 -4.51694 -2.14504 0.00 0.01 0.02
H -1.49539 -4.01547 -1.99125 -0.01 0.02 0.00
H 2.79561 -3.27774 -2.45623 0.00 0.02 -0.01
H 4.91017 -1.93244 -2.60120 0.00 0.01 0.00
H 4.79383 0.52611 -2.14142 0.00 -0.01 0.00
H 2.62318 1.52677 -1.48308 -0.01 0.00 -0.02
S 2.71336 4.12291 -1.23637 0.17 -0.05 -0.03
Sb 0.72191 4.51026 -0.43761 -0.09 0.11 0.05
S 0.07878 2.23013 0.70737 -0.11 -0.13 -0.12
S -0.19705 1.51724 -2.73732 0.12 -0.38 -0.15
S -0.85343 3.29263 -2.42574 -0.03 0.29 -0.07
O 1.52199 1.73063 1.45281 0.07 0.00 -0.04
C 1.74040 0.41603 1.45969 -0.21 0.02 -0.02
O 0.99166 -0.36148 0.82573 0.53 0.15 0.13
C 2.87471 -0.01100 2.23607 0.03 0.12 0.08
C 3.21839 -1.36263 2.21803 0.09 -0.13 0.04
C 4.30473 -1.83755 2.94598 -0.14 -0.02 -0.09
C 5.00719 -0.90656 3.67771 0.14 -0.19 0.05
O 6.07282 -1.12345 4.45714 0.03 0.15 0.03
C 6.46503 0.15747 4.99908 -0.13 -0.05 -0.10
O 5.52968 1.12079 4.49667 0.07 -0.11 0.03
C 4.67019 0.44578 3.69539 0.04 0.19 0.08
C 3.61447 0.93376 2.99409 -0.12 -0.02 -0.11
H 2.62292 -2.04915 1.63150 0.00 0.01 0.01
H 4.58431 -2.88102 2.94924 -0.01 0.01 0.00
H 7.46603 0.39968 4.65141 0.04 0.00 -0.03
H 6.40738 0.11650 6.08340 -0.02 0.00 0.04
H 3.35422 1.98139 3.01709 0.01 -0.01 0.00
N -2.90150 0.42318 2.56112 0.02 -0.04 -0.08
C -2.41067 -0.52255 1.75792 -0.06 -0.08 0.07
O -1.55979 -0.27235 0.89872 0.08 -0.03 -0.12
C -2.92167 -1.92094 1.93119 -0.02 0.01 -0.05
I -1.90570 -2.83617 3.56074 0.08 -0.04 0.08
H -2.50288 1.34790 2.53766 0.02 0.01 0.01
H -3.51330 0.18608 3.32511 -0.01 0.00 0.00
H -2.69132 -2.50173 1.04510 -0.05 0.01 -0.04
H -3.98414 -1.95353 2.15296 -0.01 0.02 0.00
```
Positions in Å, forces in eV/Å.

2S+1: 1
Total charge: +2
E_LUMO: -7.87 eV
F_max: 0.8 eV/A
Energy: -106208.7654 eV

Record 2
The following is a quantum chemistry calculation of a cluster of 4 separate species, C27H23BF4O14Si in total in a non-equilibrium geometry, from OMol25.

Geometry as XYZ:
```
70
Properties=species:S:1:pos:R:3:forces:R:3
C -0.41825 3.77933 2.78561 0.61 0.19 0.55
O 0.09233 4.33952 1.55611 -1.01 -0.39 0.05
B -0.85005 5.03313 0.84361 0.17 0.21 0.13
O -1.45440 6.19112 1.33584 0.55 -0.35 -0.10
Si -1.28736 4.29672 -0.98262 0.88 0.02 -0.63
C 0.18594 3.25700 -1.52772 -0.62 -0.04 -0.07
C 0.20447 1.88630 -1.73836 -0.56 -0.17 0.16
C 1.37244 1.25090 -2.10666 -0.10 -0.95 -0.04
C 2.53013 1.95926 -2.27375 1.32 0.56 -0.16
C 2.54801 3.33078 -2.07983 -0.13 0.09 0.08
C 1.37286 3.94694 -1.71689 0.06 1.10 0.23
C -2.97118 3.35237 -0.98364 0.18 0.10 0.35
F -3.49428 3.18381 -2.22711 0.16 -0.16 0.07
F -3.87648 4.16506 -0.31227 0.15 -0.12 0.01
C -2.99857 2.00047 -0.21580 -1.89 0.18 -0.11
F -3.20396 0.97651 -1.08655 0.77 -0.08 0.14
F -1.89435 1.80019 0.53699 0.15 -0.02 -0.34
H -0.57854 2.70322 2.69706 -0.06 0.24 -0.31
H 0.35601 3.91787 3.54816 -0.28 0.10 -0.02
H -1.34668 4.27548 3.09453 0.23 -0.07 0.05
H -0.96482 6.93426 0.95502 -0.42 0.19 0.15
H -1.42165 5.37726 -1.98952 -0.25 -0.01 0.02
H -0.69524 1.29585 -1.58900 0.14 0.02 -0.11
H 1.40940 0.17330 -2.24650 -0.15 0.15 0.00
H 3.46059 1.46984 -2.53424 -0.24 -0.13 -0.03
H 3.44205 3.93968 -2.17661 0.01 -0.28 -0.09
H 1.39892 5.02679 -1.54713 -0.06 -0.16 -0.05
H -3.87887 2.00320 0.44200 0.30 0.07 0.09
O 1.95788 -4.02478 3.52784 -0.23 -0.09 -0.19
C 1.52031 -2.89475 3.63062 0.42 0.18 0.29
C 2.20220 -1.83690 4.36394 -0.02 -0.18 -0.07
C 1.65496 -0.61784 4.45017 0.47 -0.10 0.22
O 2.24212 0.38164 5.10725 -0.39 0.05 -0.19
C 0.33710 -0.30066 3.80778 -0.44 -0.20 -0.36
O -0.12157 0.82020 3.93275 0.29 0.04 0.26
C -0.33317 -1.34996 3.05561 -0.02 0.19 0.06
C 0.21480 -2.56774 2.96586 -0.45 0.10 -0.24
O -0.36112 -3.55865 2.28622 0.37 -0.04 0.20
H 3.14985 -2.07892 4.82389 0.00 0.02 0.01
H 1.64327 1.14710 5.01854 0.03 0.04 0.03
H -1.27347 -1.10240 2.58264 0.01 -0.01 -0.01
H 0.23368 -4.32739 2.38005 -0.04 -0.04 -0.02
O -4.50559 -4.43113 0.33375 0.23 0.19 0.01
C -5.13658 -3.73568 -0.44015 -0.42 -0.31 0.01
C -6.48568 -4.05731 -0.88371 0.16 -0.05 0.11
C -7.11735 -3.25592 -1.75047 -0.24 -0.43 0.19
O -8.35210 -3.50725 -2.18342 0.22 0.34 -0.13
C -6.46955 -2.01567 -2.29326 0.43 0.31 0.01
O -7.08919 -1.33878 -3.09166 -0.26 -0.19 0.02
C -5.12974 -1.68175 -1.83187 -0.11 0.06 -0.11
C -4.49860 -2.48156 -0.96221 0.21 0.45 -0.19
O -3.27236 -2.21881 -0.50843 -0.22 -0.35 0.14
H -6.94117 -4.95399 -0.48778 -0.01 0.00 -0.02
H -8.57080 -2.78041 -2.79767 -0.04 -0.01 -0.02
H -4.68025 -0.77716 -2.21668 0.02 -0.01 0.02
H -3.05157 -2.95063 0.09963 0.06 -0.01 0.00
O 7.80205 -3.40204 -0.39500 -0.02 0.18 0.26
C 6.88163 -2.82933 -0.94590 0.01 -0.33 -0.44
C 6.37907 -3.20395 -2.26016 0.13 -0.03 0.15
C 5.37186 -2.51827 -2.81492 0.22 -0.41 -0.26
O 4.87696 -2.82461 -4.01354 -0.15 0.34 0.24
C 4.73385 -1.35361 -2.11667 -0.01 0.28 0.46
O 3.83320 -0.75789 -2.68005 0.07 -0.41 -0.28
C 5.21910 -0.99268 -0.79394 -0.14 0.05 -0.14
C 6.22451 -1.68041 -0.23688 -0.23 0.40 0.26
O 6.70188 -1.39009 0.97126 0.16 -0.32 -0.24
H 6.84825 -4.04317 -2.75386 -0.01 0.01 -0.02
H 4.16382 -2.17934 -4.18081 -0.01 -0.01 -0.06
H 4.73904 -0.16227 -0.29439 0.02 0.00 0.01
H 7.41997 -2.03137 1.13493 0.02 0.02 0.04
```
Positions in Å, forces in eV/Å.

2S+1: 1
SMILES: COB(O)[Si@@H](c1ccccc1)C(F)(F)C(F)F.O=C1C=C(O)C(=O)C=C1O.O=C1C=C(O)C(=O)C=C1O.O=C1C=C(O)C(=O)C=C1O
E_LUMO: -1.68 eV
F_max: 1.9 eV/A
Energy: -76460.5109 eV

Record 3
The following is a quantum chemistry calculation of a structure of composition C27H23Br9N4O8 in a non-equilibrium geometry, from OMol25.

Geometry as XYZ:
```
71
Properties=species:S:1:pos:R:3:forces:R:3
C 4.46866 -1.51891 3.99327 0.44 0.39 -0.24
Br 2.81222 -0.71081 3.40997 0.33 -0.56 -0.35
Br 5.19068 -0.38937 5.35631 0.25 -0.02 0.48
Br 5.84398 -1.74960 2.60262 -0.87 -0.02 0.29
H 4.26304 -2.48475 4.43178 -0.06 -0.06 -0.18
C 3.13362 1.90618 -1.61903 1.02 0.15 0.04
Br 3.99296 3.64633 -1.62394 -0.31 0.09 0.09
Br 4.24291 0.73957 -0.51072 -0.62 0.02 -0.17
Br 3.01803 1.27281 -3.42465 -0.24 -0.19 0.08
H 2.14164 2.00990 -1.20041 0.04 -0.12 0.10
C 3.56392 4.22937 3.34824 -0.59 -0.32 0.35
Br 4.08418 5.20646 4.93923 -0.15 -0.16 -0.33
Br 1.59950 4.01457 3.23511 0.95 0.45 0.09
Br 4.36063 2.47721 3.29744 0.11 0.44 -0.05
H 3.90016 4.79307 2.49038 -0.12 0.00 -0.05
C 0.14149 0.54717 1.79421 -0.40 -1.03 0.06
C 0.18716 -0.42349 0.78878 0.52 0.60 0.35
C -0.19909 -0.11326 -0.48605 -0.50 -0.24 -0.72
C -0.66926 1.17149 -0.75649 0.43 -0.10 0.79
C -0.70128 2.12662 0.23546 -0.70 0.92 1.37
C -0.36024 1.82033 1.56072 0.70 -1.27 -0.58
N -1.03008 1.55413 -2.11558 1.05 -0.32 -0.23
O -1.08272 2.72838 -2.39279 -0.44 0.48 0.09
O -1.10158 0.65116 -2.91862 -0.49 -0.38 -0.46
H 0.40611 0.14844 2.76757 -0.02 0.69 0.25
H 0.61429 -1.39744 0.98697 -0.13 -0.04 0.10
H -0.17861 -0.90145 -1.22663 0.01 0.32 -0.28
H -1.10750 3.12121 0.09973 0.12 -0.05 -0.61
H -0.41596 2.49217 2.40148 -0.32 0.29 -0.36
C 1.41314 -3.90264 4.88558 -0.03 1.06 -0.62
C 2.55499 -4.66513 4.59968 -1.12 0.12 0.78
C 2.77779 -5.11382 3.31864 0.49 -0.08 -1.27
C 1.95537 -4.66963 2.28242 -0.68 0.35 1.75
C 0.82076 -3.92519 2.57592 0.04 0.05 -0.91
C 0.55145 -3.48989 3.86271 0.45 -1.00 -0.16
N 2.26533 -4.94286 0.89417 0.46 -0.35 -0.37
O 3.35107 -5.41391 0.64470 0.53 -0.31 0.21
O 1.45342 -4.66114 0.04672 -0.74 0.28 -0.24
H 1.23247 -3.48272 5.86638 0.14 -0.34 0.20
H 3.17594 -4.92762 5.44467 0.24 -0.25 -0.20
H 3.57399 -5.78960 3.03125 0.23 0.20 0.30
H 0.18302 -3.70012 1.72878 -0.07 0.24 0.20
H -0.33288 -2.88775 4.00748 0.04 0.04 0.36
C -0.78495 -0.96440 -6.27843 -0.14 0.96 -0.13
C -1.10358 -2.29563 -6.43734 0.65 0.35 0.15
C -0.50292 -2.96036 -7.48695 0.30 -1.72 -0.32
C 0.36847 -2.36262 -8.37907 -0.65 0.85 0.35
C 0.56138 -0.98206 -8.30073 -0.21 -0.07 -0.13
C -0.04282 -0.30128 -7.25756 0.11 -0.14 -0.01
N 0.98304 -3.15728 -9.46052 0.13 0.55 0.23
O 0.67798 -4.32672 -9.56963 0.07 0.14 -0.03
O 1.77249 -2.55597 -10.16745 -0.14 -0.38 -0.03
H -1.11614 -0.37626 -5.43016 -0.25 -0.16 -0.01
H -1.71800 -2.80797 -5.71181 -0.02 -0.11 -0.10
H -0.63011 -4.03443 -7.58571 -0.16 0.12 -0.07
H 1.10078 -0.39910 -9.03182 0.21 -0.35 -0.13
H 0.05783 0.77569 -7.24337 0.10 -0.01 0.29
C -7.26558 3.29135 2.24657 0.45 -0.04 -0.10
C -6.55319 2.59479 3.23819 -1.13 0.66 -0.70
C -5.23788 2.90670 3.45582 1.07 -1.10 0.17
C -4.54692 3.78585 2.63015 -1.29 0.92 0.63
C -5.26323 4.58002 1.73930 0.29 -1.22 -0.45
C -6.61387 4.28074 1.53230 0.81 0.71 -0.14
N -3.14980 4.09436 2.92105 0.36 0.23 0.04
O -2.48205 3.25320 3.49882 -0.19 0.06 -0.10
O -2.73914 5.19221 2.58755 -0.01 -0.37 -0.06
H -8.28019 3.06644 1.94819 -0.11 -0.15 0.42
H -7.04432 1.84884 3.84555 0.02 -0.04 0.01
H -4.72188 2.32857 4.21346 0.25 0.29 -0.03
H -4.74011 5.23442 1.05700 -0.05 0.34 0.29
H -7.08000 4.89543 0.77318 -0.44 -0.31 0.02
```
Positions in Å, forces in eV/Å.

2S+1: 1
Energy above the lowest of the compared OMol25 structures with the same formula, charge and spin: 0.343 eV
E_LUMO: -0.88 eV
F_max: 1.9 eV/A
Energy: -681082.1128 eV